(1)
A structure of composition C19H9Cl56NO, computed with the ωB97M-V functional and the def2-TZVPD basis.

Geometry as XYZ:
```
86
Properties=species:S:1:pos:R:3:forces:R:3
C -0.779 2.653 -5.004 -3.6696 -8.7626 -2.0720
C -1.346 1.403 -5.371 3.9675 7.9922 2.6386
C -1.882 -0.137 -5.719 0.5159 0.0532 -0.1535
C -1.362 -1.090 -4.492 0.9635 0.4416 1.2681
N 0.015 -1.724 -4.782 0.1539 1.8617 -0.1743
O -3.327 -0.189 -5.985 1.6233 0.6154 1.8075
C -4.128 -0.188 -4.752 -1.4347 -0.9217 0.4937
H -0.281 3.552 -4.396 -1.4991 -2.3978 -2.2644
H -1.347 -0.540 -6.707 -1.2943 1.2458 2.0685
H -1.184 -0.395 -3.540 -0.9161 -1.5319 -1.9077
H -2.064 -1.986 -4.221 0.9582 2.0095 -0.7705
H 0.698 -1.444 -4.017 -1.2853 -0.4012 -1.3130
H 0.413 -1.281 -5.655 -0.5515 -0.6477 1.2977
H -5.236 0.198 -4.966 2.6129 -0.6591 0.0770
H -3.696 0.472 -3.888 -0.5535 -1.2982 -1.6790
H -4.267 -1.334 -4.448 0.4266 2.6939 -0.2628
C -0.036 2.899 -0.646 0.1449 -0.0694 0.1960
Cl -0.515 2.578 -2.332 0.0252 -0.0154 1.1428
Cl -0.119 1.386 0.293 -0.2505 0.3226 -0.3306
Cl 1.631 3.528 -0.612 -0.3961 -0.1397 -0.1974
Cl -1.140 4.101 0.067 1.2791 -0.1947 0.1061
C 1.464 3.484 3.525 -0.0103 0.0565 0.0607
Cl 2.047 2.036 2.666 0.0269 0.3718 0.3938
Cl -0.200 3.206 4.096 0.4969 0.1406 -0.1584
Cl 2.523 3.814 4.920 -0.3257 0.0580 -0.3658
Cl 1.488 4.881 2.419 0.0227 -0.2542 0.4752
C -7.236 -2.816 -3.409 -0.0403 0.0162 -0.0489
Cl -8.288 -4.245 -3.258 0.2785 0.3717 -0.0162
Cl -7.734 -1.584 -2.222 0.1628 -0.3493 -0.3009
Cl -5.545 -3.288 -3.102 -0.4118 0.0016 0.0334
Cl -7.375 -2.146 -5.054 0.0323 -0.1776 0.3899
C -3.088 0.219 4.609 -0.0651 -0.0838 -0.0835
Cl -2.942 1.628 5.690 0.0321 -0.3136 -0.2258
Cl -1.892 0.352 3.295 -0.3729 -0.1066 0.2813
Cl -2.790 -1.274 5.535 0.1921 0.3881 -0.2830
Cl -4.729 0.169 3.916 0.5197 0.1761 0.0035
C -5.488 3.944 -0.824 -0.0379 0.0468 -0.0446
Cl -3.719 3.907 -0.615 -1.4412 -0.0833 -0.2419
Cl -6.268 4.199 0.757 0.1736 -0.0759 -0.3574
Cl -5.929 5.274 -1.925 0.0794 -0.3139 0.2486
Cl -6.037 2.395 -1.514 0.1004 0.2750 0.1302
C 3.212 -0.615 -1.812 0.0698 0.0672 0.0110
Cl 1.961 0.544 -2.327 0.4064 -0.4744 -0.0319
Cl 4.794 0.202 -1.763 -0.4010 -0.2139 -0.0247
Cl 2.814 -1.237 -0.190 0.0680 0.1504 -0.3549
Cl 3.278 -1.969 -2.968 -0.0157 0.2943 0.2703
C -6.388 0.103 7.736 -0.0571 0.0444 0.0096
Cl -5.806 -1.345 6.876 -0.3326 0.3184 0.3314
Cl -8.053 -0.175 8.307 0.3938 0.0638 -0.1408
Cl -5.329 0.432 9.130 -0.2395 -0.0925 -0.3688
Cl -6.365 1.499 6.630 -0.1372 -0.3276 0.3836
C -4.288 -3.415 1.889 -0.0590 -0.0024 0.0368
Cl -2.519 -3.452 2.098 -0.4337 0.1287 -0.0317
Cl -5.068 -3.160 3.470 0.1841 -0.2808 -0.4455
Cl -4.729 -2.085 0.788 0.0730 -0.3012 0.2494
Cl -4.837 -4.963 1.199 -0.0204 0.5428 0.2572
C 8.912 0.897 -3.109 0.0601 -0.0385 -0.0675
Cl 9.754 -0.393 -2.215 -0.2208 0.3203 -0.2126
Cl 7.911 0.174 -4.394 0.2270 0.1784 0.3261
Cl 7.871 1.814 -1.991 0.2305 -0.1700 -0.2215
Cl 10.111 1.995 -3.839 -0.3709 -0.3483 0.2220
C 5.912 1.512 5.035 -0.0330 -0.1513 -0.0412
Cl 6.422 2.927 5.990 -0.1565 -0.2641 -0.2099
Cl 5.880 1.943 3.306 -0.0016 -0.0857 0.4214
Cl 7.061 0.176 5.293 -0.4074 0.2728 -0.1461
Cl 4.284 1.003 5.550 0.5164 -0.0031 -0.0825
C -9.088 -1.965 2.198 0.0009 -0.0682 0.0055
Cl -8.571 -3.578 1.646 -0.0804 0.4147 0.1157
Cl -10.844 -1.975 2.501 0.4408 0.0117 -0.0793
Cl -8.229 -1.549 3.703 -0.2294 -0.0343 -0.3232
Cl -8.708 -0.758 0.944 -0.0857 -0.2032 0.3809
C 10.856 0.680 7.282 -0.0140 0.0953 0.0161
Cl 9.605 1.840 6.767 0.4665 -0.2573 0.2191
Cl 12.438 1.498 7.331 -0.3673 -0.2134 -0.0119
Cl 10.458 0.058 8.903 0.0914 0.1453 -0.4003
Cl 10.922 -0.674 6.126 -0.0350 0.3093 0.2570
C 12.956 2.591 -6.554 0.0209 -0.0821 -0.0722
Cl 14.210 3.367 -7.553 -0.3211 -0.1822 0.2662
Cl 13.625 1.125 -5.793 -0.1854 0.3767 -0.1736
Cl 12.420 3.725 -5.288 0.2070 -0.1590 -0.3239
Cl 11.568 2.148 -7.580 0.3370 0.1163 0.2776
C -1.744 -7.113 -0.331 0.0339 -0.0085 0.0470
Cl -3.256 -6.681 -1.170 0.4283 -0.1849 0.0539
Cl -1.915 -6.779 1.410 0.1516 -0.2448 -0.4640
Cl -1.404 -8.845 -0.574 -0.0872 0.4175 0.0492
Cl -0.401 -6.146 -0.993 -0.3478 -0.2175 0.1599
```
Positions in Å, forces in eV/Å.

Kohn-Sham gap	9.2	eV
E_HOMO	-9.42	eV



(2)
A cluster of 2 separate species, C2 in total, computed with the ωB97M-V functional and the def2-TZVPD basis.

Geometry as XYZ:
```
2
Properties=species:S:1:pos:R:3:forces:R:3
C -0.415 -1.238 -0.063 1.4129 4.2187 0.2139
C 0.415 1.238 0.063 -1.4129 -4.2187 -0.2139
```
Positions in Å, forces in eV/Å.

ΔE to the lowest compared entry with this formula, charge and spin	165.0	kcal/mol
Kohn-Sham gap	5.8	eV
E_HOMO	-8.16	eV



(3)
A structure of composition C20H10F4MnN4S3, computed with the ωB97M-V functional and the def2-TZVPD basis.

Geometry as XYZ:
```
42
Properties=species:S:1:pos:R:3:forces:R:3
Mn 0.427 0.038 -0.366 0.0338 -0.0370 0.0574
S -1.263 -1.487 -0.654 -0.0085 0.0070 -0.0169
C -2.375 -0.507 -1.594 0.0225 -0.0287 0.0225
C -3.749 -0.743 -1.537 -0.0452 0.0166 -0.0119
C -4.627 0.113 -2.175 0.0279 -0.0127 0.0104
C -4.113 1.200 -2.868 -0.0058 0.0218 -0.0045
C -2.756 1.398 -3.029 -0.0317 -0.0240 0.0150
C -1.879 0.541 -2.370 0.0447 0.0257 -0.0191
S -0.143 0.860 -2.392 -0.0380 0.0350 -0.0333
H -4.128 -1.575 -0.959 0.0076 0.0000 0.0015
H -5.696 -0.042 -2.102 -0.0003 -0.0002 0.0015
H -4.852 2.777 -4.097 0.0013 0.0025 -0.0028
H -2.379 2.268 -3.553 0.0079 -0.0013 -0.0007
F -4.839 0.956 3.311 -0.0028 -0.0040 0.0046
C -4.466 1.577 2.200 0.0012 0.0129 -0.0168
C -5.438 1.995 1.335 0.0029 0.0004 0.0118
F -6.699 1.752 1.640 -0.0092 -0.0045 0.0047
C -5.127 2.580 0.079 -0.0030 -0.0094 0.0148
C -3.756 2.887 -0.117 -0.0328 0.0034 -0.0075
C -2.791 2.452 0.729 -0.0166 -0.0138 0.0344
F -1.517 2.752 0.452 0.0242 -0.0014 -0.0042
C -3.088 1.691 1.894 0.0359 -0.0073 -0.0121
C -2.074 1.067 2.662 0.0017 -0.1240 0.0161
C -0.830 0.832 2.091 0.0356 0.1869 -0.0520
N 0.189 0.620 1.566 -0.0714 -0.0888 0.0129
C -2.280 0.449 3.932 -0.0339 0.0886 0.0566
N -2.384 -0.028 4.973 0.0215 -0.0485 -0.0271
F -3.410 3.607 -1.182 0.0046 -0.0020 -0.0096
C -6.003 2.508 -1.023 0.0051 0.0924 -0.1131
C -5.709 2.887 -2.316 0.0052 -0.0623 0.0542
N -4.987 2.321 -3.199 0.0096 0.0185 -0.0198
C -7.321 1.941 -0.930 0.0027 -0.0799 0.0705
N -8.344 1.422 -0.944 -0.0075 0.0405 -0.0276
C 3.340 -1.094 -1.767 -0.0038 -0.0219 -0.0116
S 2.893 0.136 -0.522 -0.0014 0.0120 -0.0122
C 3.407 -0.680 1.005 0.0307 -0.0074 0.0169
H 4.423 -1.199 -1.778 0.0010 0.0067 0.0044
H 3.004 -0.716 -2.729 0.0011 -0.0003 -0.0002
H 2.869 -2.053 -1.562 -0.0027 0.0042 0.0070
H 2.964 -1.670 1.093 -0.0081 0.0038 -0.0049
H 3.081 -0.052 1.831 -0.0054 -0.0016 -0.0013
H 4.492 -0.752 1.012 -0.0006 0.0023 -0.0083
```
Positions in Å, forces in eV/Å.

2S+1	5
Kohn-Sham gap (spin up / spin down)	5.1 / 5.9	eV
E_HOMO (spin up / spin down)	-11.15 / -11.23	eV
net charge	+1



(4)
A structure of composition C20H11AgN4S, computed with the ωB97M-V functional and the def2-TZVPD basis.

Geometry as XYZ:
```
37
Properties=species:S:1:pos:R:3:forces:R:3
Ag 9.116 4.912 5.723 0.0862 -0.1959 0.2756
S 9.123 12.232 5.339 -0.2137 0.2859 0.1791
N 10.346 11.209 5.146 0.4067 0.4363 -0.0356
C 9.830 10.022 4.975 -0.1494 -1.4767 -0.1428
C 10.566 8.763 4.796 -0.2459 -1.2307 -0.0275
C 11.954 8.554 4.930 -0.6433 1.2155 0.3933
C 12.556 7.325 4.807 -0.4154 0.5046 -0.7596
C 11.705 6.268 4.511 0.5502 -0.0976 -0.2519
N 10.402 6.403 4.441 -0.9946 -0.1920 -0.2351
C 9.800 7.592 4.565 0.4543 0.8126 0.4542
C 8.314 7.626 4.596 0.0981 -0.4374 -0.8288
N 7.677 6.458 4.317 0.7855 0.3664 0.5272
C 6.382 6.425 4.463 -0.7162 0.2157 1.2618
C 5.604 7.516 4.937 0.1768 -1.4591 -1.0200
C 6.225 8.699 5.104 0.2331 2.0758 -0.4199
C 7.617 8.796 4.874 -0.0026 -0.7370 0.4247
C 8.396 9.996 5.024 0.0362 1.2436 0.3067
N 7.881 11.209 5.247 0.2808 -0.5616 -0.2540
H 12.515 9.430 5.195 0.4504 0.2265 -0.0899
H 13.635 7.262 4.778 -0.0811 -0.2949 0.3295
H 12.078 5.280 4.278 0.1063 -0.1041 0.2568
H 5.924 5.452 4.401 -0.2014 -0.1830 -0.4829
H 4.544 7.355 5.029 -0.1667 0.2173 0.2357
H 5.670 9.636 5.294 0.3620 -0.6833 0.1906
C 9.264 4.346 7.706 -0.1365 0.3126 0.5500
C 9.214 4.444 8.927 -0.3100 -0.5110 -0.7685
C 8.978 4.514 10.344 -0.3129 0.2341 0.0275
C 9.970 4.147 11.268 -1.1871 1.0260 1.0681
C 9.775 4.411 12.630 -0.7862 -0.2267 -0.7500
C 8.551 4.908 13.082 0.6950 0.1889 -0.3963
C 7.546 5.231 12.198 0.0411 -0.8714 -1.3347
C 7.744 5.012 10.816 0.2388 0.1197 1.2066
H 10.866 3.713 10.930 0.9896 -0.3404 -0.4342
H 10.522 4.205 13.370 0.4529 -0.2318 0.0875
H 8.426 5.077 14.124 -0.1581 0.0918 0.7551
H 6.570 5.529 12.553 0.0019 0.2416 0.0205
H 6.911 5.225 10.160 0.2751 0.0194 -0.3188
```
Positions in Å, forces in eV/Å.

Kohn-Sham gap	6.4	eV
E_HOMO	-7.40	eV